1.
The following is a quantum chemistry calculation of a cluster of 8 separate species, C5H28N2O7S in total at a distorted geometry, from the Open Molecules 2025 dataset.

ORCA input file:
```
! wB97M-V def2-TZVPD RIJCOSX def2/J DEFGRID3
* xyz 0 1
C -1.6209 3.0755 -1.7616
N -1.1113 1.8865 -1.0726
C -1.2638 0.6167 -1.6712
C -0.0231 -0.1816 -1.8562
N -0.2033 -1.6328 -1.8263
C -0.7343 -2.1153 -0.5298
C -1.2431 -3.5391 -0.4507
S -0.7600 -4.2180 1.1641
H -1.7331 3.9781 -1.1840
H -2.5695 2.7864 -2.2845
H -0.9960 3.3922 -2.6056
H -0.1979 2.0784 -0.6467
H -2.0728 -0.0382 -0.9189
H -1.9652 0.5868 -2.5285
H 0.4439 0.0233 -2.8265
H 0.6980 0.0976 -0.9925
H -0.7439 -1.9280 -2.6521
H 0.0486 -1.9018 0.1786
H -1.4970 -1.3113 -0.3735
H -1.0109 -4.1552 -1.3287
H -2.3437 -3.5629 -0.6499
H 0.4258 -4.7667 0.9605
O 1.1381 0.7352 1.7053
H 1.6601 1.1033 0.8628
H 0.1950 0.7183 1.4852
O 2.6632 -0.9408 0.2291
H 2.3502 -1.0255 1.1433
H 2.3331 -1.7464 -0.1591
O 2.1159 0.8132 4.2234
H 1.7366 0.5786 3.3426
H 2.0232 1.7608 4.2292
O -3.5758 0.4335 2.4479
H -3.4815 0.8186 3.3395
H -2.7998 0.9216 2.1377
O -1.3459 1.9741 1.9470
H -1.3070 2.4342 1.1098
H -1.0666 2.5797 2.6313
O 2.3496 -2.9176 -2.3177
H 3.2274 -2.7130 -2.5682
H 1.8516 -2.0977 -2.2532
O 3.0592 2.4411 0.8519
H 3.8018 2.7142 1.4157
H 3.5452 2.2441 0.0533
*
```

The HOMO energy is -8.471 eV. The LUMO energy comes out at 0.086 eV. Its largest force on an atom is 5.10 eV Å⁻¹. For the HOMO-LUMO gap, the calculation gives 8.6 eV. Its energy relative to the best compared isomer or geometry (same formula, charge and spin) is 56.2 kcal per mole. The SMILES is CNCCNCCS.O.O.O.O.O.O.O.

Computed Löwdin charges, given in elementary charges:
1. C -0.11
2. N -0.15
3. C -0.27
4. C -0.24
5. N -0.10
6. C -0.32
7. C -0.54
8. S 0.72
9. H 0.07
10. H 0.09
11. H 0.07
12. H 0.10
13. H 0.16
14. H 0.12
15. H 0.12
16. H 0.12
17. H 0.13
18. H 0.07
19. H 0.08
20. H 0.08
21. H 0.09
22. H -0.16
23. O -0.14
24. H 0.08
25. H 0.02
26. O -0.06
27. H 0.04
28. H 0.00
29. O -0.09
30. H -0.01
31. H 0.01
32. O -0.09
33. H 0.04
34. H -0.03
35. O -0.04
36. H 0.03
37. H 0.07
38. O -0.05
39. H 0.01
40. H -0.01
41. O -0.05
42. H 0.07
43. H 0.05


2.
The following is a quantum chemistry calculation of an isolated molecule of C2H7N3S at a distorted geometry, from the Open Molecules 2025 dataset.

ORCA input file:
```
! wB97M-V def2-TZVPD RIJCOSX def2/J DEFGRID3
* xyz 0 1
C 0.5691 -0.0114 1.4951
N -0.6582 -0.4231 0.8795
C -0.8280 -0.7403 -0.4167
S -1.9839 -1.8021 -0.8872
N 0.0847 -0.1748 -1.2988
N 0.4644 1.1313 -1.0390
H 1.3971 -0.3074 0.7946
H 0.6273 1.0796 1.6013
H 0.6315 -0.5199 2.4967
H -1.3625 -0.8774 1.4718
H -0.1376 -0.3868 -2.2340
H 1.4016 1.2083 -1.4043
H -0.2054 1.8240 -1.4589
*
```

The HOMO energy is -8.141 eV. The LUMO energy comes out at 0.784 eV. Its largest force on an atom is 1.74 eV Å⁻¹. For the HOMO-LUMO gap, the calculation gives 8.9 eV. Its energy relative to the best compared isomer or geometry (same formula, charge and spin) is 16.0 kcal per mole. The SMILES is CNC(=S)NN.

Computed Löwdin charges, given in elementary charges:
1. C -0.11
2. N -0.09
3. C -0.95
4. S 0.59
5. N -0.11
6. N 0.00
7. H 0.09
8. H 0.07
9. H 0.10
10. H 0.12
11. H 0.09
12. H 0.09
13. H 0.12


3.
The following is a quantum chemistry calculation of the ion H2O5P2 with charge -2 at a distorted geometry, from the Open Molecules 2025 dataset.

ORCA input file:
```
! wB97M-V def2-TZVPD RIJCOSX def2/J DEFGRID3
* xyz -2 1
O -1.1979 0.7355 1.6382
P 0.1694 0.0828 1.5008
O -0.0962 -1.5829 1.2372
P 0.6842 0.3652 -0.7423
O 1.4362 1.5810 -1.1862
O 1.1338 -0.9097 -1.4267
O -1.1756 0.7278 -1.1519
H 0.1714 -1.7500 0.2872
H -1.1254 0.7503 -0.1563
*
```

The HOMO energy is 0.775 eV. The LUMO energy comes out at 7.249 eV. Its largest force on an atom is 3.79 eV Å⁻¹. For the HOMO-LUMO gap, the calculation gives 6.5 eV. Its energy relative to the best compared isomer or geometry (same formula, charge and spin) is 62.9 kcal per mole. The SMILES is O=P(O)=P([O-])([O-])O.

Computed Löwdin charges, given in elementary charges:
1. O -0.65
2. P 0.42
3. O -0.47
4. P 0.25
5. O -0.50
6. O -0.50
7. O -0.41
8. H -0.02
9. H -0.12


4.
The following is a quantum chemistry calculation of a cluster of 2 separate species, C2H7NO3S in total at a distorted geometry, from the Open Molecules 2025 dataset.

ORCA input file:
```
! wB97M-V def2-TZVPD RIJCOSX def2/J DEFGRID3
* xyz 0 1
C -1.6708 -0.3250 -0.7270
C -1.3533 0.7119 0.3418
N -0.7461 0.4763 1.4262
O 3.2460 -0.2071 -0.3205
O 1.0622 -0.1059 -1.1806
O 1.2395 -1.0754 1.1147
S 1.7293 0.1959 0.1064
H -1.5447 -1.2418 -0.2865
H -2.5499 0.0204 -1.1168
H -0.8413 -0.1498 -1.4807
H -1.4541 1.7234 0.0506
H -0.5474 1.1871 2.0549
H 0.3094 -0.8999 1.2856
H 3.1214 -0.3102 -1.2681
*
```

The HOMO energy is -10.303 eV. The LUMO energy comes out at 0.775 eV. Its largest force on an atom is 4.82 eV Å⁻¹. For the HOMO-LUMO gap, the calculation gives 11.1 eV. Its energy relative to the best compared isomer or geometry (same formula, charge and spin) is 36.5 kcal per mole.

Computed Löwdin charges, given in elementary charges:
1. C -0.04
2. C -0.25
3. N 0.05
4. O -0.26
5. O -0.47
6. O -0.29
7. S 0.92
8. H 0.05
9. H 0.04
10. H 0.08
11. H 0.10
12. H 0.05
13. H -0.03
14. H 0.05


5.
The following is a quantum chemistry calculation of a structure of composition C16H11Cl5CoN2O4Se, from the Open Molecules 2025 dataset.

ORCA input file:
```
! wB97M-V def2-TZVPD RIJCOSX def2/J DEFGRID3
* xyz -1 1
Co -0.6028 -0.6440 0.2433
N -0.8248 0.8783 -1.0043
C -0.3821 0.4430 -2.3417
C 0.6447 -0.6982 -2.2119
O 1.4049 -0.9698 -3.1365
N 0.5138 -1.3210 -1.0429
C 1.2630 -2.4836 -0.6478
C 1.1374 -2.6077 0.8721
O 1.8857 -3.3202 1.5092
O 0.1632 -1.9036 1.3838
H -1.7768 1.2225 -0.9536
H -0.2160 1.6028 -0.6363
H 0.0412 1.2563 -2.9309
H -1.2473 0.0432 -2.8712
H 2.3030 -2.4489 -0.9713
H 0.8164 -3.3939 -1.0731
Cl -0.4351 1.0010 7.2381
C -0.7913 0.8206 5.5577
C 0.2098 0.9835 4.6027
Cl 1.8094 1.3891 5.1041
C -0.0784 0.8324 3.2563
Cl 1.1469 1.0919 2.0601
C -1.3739 0.5015 2.7930
O -1.6476 0.3818 1.5436
C -2.3700 0.3619 3.7873
Cl -3.9633 -0.0056 3.2492
C -2.0846 0.5153 5.1348
Cl -3.3366 0.3229 6.3055
Se -2.5479 -1.7875 -0.3059
C -1.9117 -3.2752 -1.3305
C -1.7700 -4.5147 -0.7126
C -1.3163 -5.6121 -1.4323
C -0.9886 -5.4791 -2.7737
C -1.1209 -4.2426 -3.3944
C -1.5857 -3.1510 -2.6784
H -1.9924 -4.6047 0.3429
H -1.2013 -6.5677 -0.9359
H -0.6204 -6.3309 -3.3316
H -0.8518 -4.1243 -4.4364
H -1.6774 -2.1866 -3.1616
*
```

The HOMO energy (spin up / spin down) is -5.399 / -5.400 eV. The LUMO energy (spin up / spin down) comes out at 2.065 / 2.109 eV. Its largest force on an atom is 0.38 eV Å⁻¹. For the HOMO-LUMO gap (spin up / spin down), the calculation gives 7.5 / 7.5 eV. Its energy relative to the best compared isomer or geometry (same formula, charge and spin) is 0.0 kcal per mole.

Computed Löwdin charges, given in elementary charges:
1. Co 0.26
2. N -0.02
3. C -0.13
4. C -0.55
5. O 0.01
6. N -0.06
7. C -0.09
8. C -0.60
9. O 0.05
10. O -0.12
11. H 0.10
12. H 0.10
13. H 0.12
14. H 0.10
15. H 0.13
16. H 0.12
17. Cl 0.64
18. C -0.72
19. C -0.70
20. Cl 0.66
21. C -0.58
22. Cl 0.75
23. C -0.47
24. O -0.24
25. C -0.60
26. Cl 0.70
27. C -0.70
28. Cl 0.66
29. Se 0.89
30. C -0.61
31. C -0.14
32. C -0.10
33. C -0.10
34. C -0.09
35. C -0.14
36. H 0.10
37. H 0.10
38. H 0.09
39. H 0.10
40. H 0.09


6.
The following is a quantum chemistry calculation of the ion C6H8NO2S with charge -1 at a distorted geometry, from the Open Molecules 2025 dataset.

ORCA input file:
```
! wB97M-V def2-TZVPD RIJCOSX def2/J DEFGRID3
* xyz -1 1
C 1.0822 -1.7886 0.0331
C -0.3391 -1.3198 -0.2058
C -0.4529 0.1554 -0.0648
C -1.8091 0.8107 -0.7921
O -1.5581 1.3854 -1.8237
O -2.8040 0.6003 -0.1278
C -0.2478 0.6334 1.2761
C 0.7040 1.5587 1.2918
S 1.7818 1.6546 -0.1014
N 0.8084 0.7304 -1.0659
H 1.4710 -1.3270 -0.9805
H 1.1409 -2.8346 0.0045
H 1.5195 -1.2984 0.8789
H -1.0625 -1.7987 0.4033
H -0.4391 -1.3402 -1.2648
H -0.8330 0.5881 2.1776
H 0.8697 2.2939 2.1129
H 0.1681 1.2966 -1.7515
*
```

The HOMO energy is -3.598 eV. The LUMO energy comes out at 3.333 eV. Its largest force on an atom is 3.96 eV Å⁻¹. For the HOMO-LUMO gap, the calculation gives 6.9 eV. Its energy relative to the best compared isomer or geometry (same formula, charge and spin) is 37.9 kcal per mole. The SMILES is CC[C@@]1(C(=O)[O-])C=CSN1.

Computed Löwdin charges, given in elementary charges:
1. C -0.11
2. C -0.24
3. C -0.36
4. C -0.70
5. O -0.01
6. O -0.01
7. C -0.16
8. C -0.44
9. S 0.78
10. N -0.39
11. H 0.10
12. H 0.04
13. H 0.05
14. H 0.11
15. H 0.10
16. H 0.11
17. H 0.06
18. H 0.07


7.
The following is a quantum chemistry calculation of a structure of composition C2H3NS3 at a distorted geometry, from the Open Molecules 2025 dataset.

ORCA input file:
```
! wB97M-V def2-TZVPD RIJCOSX def2/J DEFGRID3
* xyz 0 1
C 0.5499 0.7230 -0.8221
C 0.8997 -0.5358 -1.3260
N -0.2165 0.8860 0.1393
S 0.1494 -1.9947 -1.1210
S -2.1146 0.3291 2.4766
S -1.2916 -0.7445 0.9542
H 1.2816 1.4535 -1.2097
H 1.6821 -0.5940 -1.9925
H -0.9400 0.4772 2.9013
*
```

The HOMO energy is -8.804 eV. The LUMO energy comes out at -1.506 eV. Its largest force on an atom is 4.49 eV Å⁻¹. For the HOMO-LUMO gap, the calculation gives 7.3 eV. Its energy relative to the best compared isomer or geometry (same formula, charge and spin) is 68.1 kcal per mole.

Computed Löwdin charges, given in elementary charges:
1. C -0.40
2. C -0.61
3. N -0.09
4. S 0.67
5. S 0.32
6. S 0.25
7. H 0.12
8. H 0.01
9. H -0.27


8.
The following is a quantum chemistry calculation of a cluster of 2 separate species, CH5NO in total at a distorted geometry, from the Open Molecules 2025 dataset.

ORCA input file:
```
! wB97M-V def2-TZVPD RIJCOSX def2/J DEFGRID3
* xyz 0 1
C -1.6121 -0.4235 1.4596
O -1.3210 0.0004 2.5517
H -0.8796 -0.1640 0.4070
H -2.3118 -1.2804 1.3500
N 1.4902 0.5976 -1.6896
H 0.6196 0.3631 -1.1683
H 2.0123 -0.2969 -1.8181
H 2.0024 1.2037 -1.0923
*
```

The HOMO energy is -10.205 eV. The LUMO energy comes out at 0.497 eV. Its largest force on an atom is 3.49 eV Å⁻¹. For the HOMO-LUMO gap, the calculation gives 10.7 eV. Its energy relative to the best compared isomer or geometry (same formula, charge and spin) is 27.9 kcal per mole. The SMILES is C=O.N.

Computed Löwdin charges, given in elementary charges:
1. C -0.16
2. O -0.02
3. H 0.12
4. H 0.07
5. N 0.00
6. H -0.02
7. H 0.03
8. H -0.02